[1]
74
Properties=species:S:1:pos:R:3:forces:R:3 method="wB97M-V/def2-TZVPD" de_lowest_ev=0.000 e_lumo_ev=3.94 charge=-2 molar_mass_g_mol=581.16
Na 0.085 1.654 -0.497 -0.090 -0.123 0.025
C -0.669 3.599 -2.154 -0.017 0.001 0.005
C -1.854 3.341 -1.432 -0.010 0.033 0.011
C -1.649 3.747 -0.092 0.014 -0.056 -0.008
C -0.335 4.258 0.014 -0.047 0.034 0.004
C 0.267 4.168 -1.263 0.099 -0.014 0.083
C 1.662 4.600 -1.619 -0.003 -0.025 -0.019
C 0.326 4.795 1.253 0.005 0.026 0.001
C -2.703 3.671 0.977 -0.003 0.009 -0.003
C -3.158 2.835 -1.979 -0.006 0.011 -0.002
C -0.417 3.349 -3.613 0.006 0.020 -0.008
H 2.227 3.806 -2.119 -0.006 0.003 -0.006
H 2.228 4.878 -0.726 -0.006 -0.003 -0.001
H 1.672 5.470 -2.291 0.009 0.001 -0.002
H 1.082 4.118 1.669 -0.001 -0.004 -0.011
H -0.405 4.976 2.046 -0.001 -0.004 -0.001
H 0.828 5.751 1.063 -0.001 0.002 0.006
H -3.021 2.642 1.182 -0.008 -0.008 0.004
H -3.608 4.227 0.696 0.000 -0.014 0.001
H -2.355 4.097 1.923 0.013 0.002 -0.006
H -3.480 1.892 -1.527 0.000 0.019 0.009
H -3.097 2.671 -3.057 -0.002 -0.011 -0.001
H -3.971 3.554 -1.809 -0.006 0.002 -0.017
H 0.576 2.921 -3.779 0.004 -0.002 0.006
H -0.480 4.268 -4.214 0.007 -0.006 -0.006
H -1.136 2.641 -4.030 -0.011 0.002 -0.004
C 0.814 -6.044 -1.735 -0.002 -0.002 0.011
C 1.235 -4.598 -1.717 0.006 -0.015 -0.008
C 0.331 -3.608 -1.347 0.011 0.055 -0.024
C 0.717 -2.277 -1.288 -0.028 0.038 0.041
C 2.023 -1.928 -1.600 0.028 -0.013 -0.006
C 2.937 -2.901 -1.979 0.021 0.019 0.007
C 2.539 -4.227 -2.041 -0.015 -0.012 -0.003
S 2.525 -0.221 -1.459 -0.001 0.027 -0.088
O 3.973 -0.230 -1.585 -0.020 -0.004 0.000
O 1.786 0.535 -2.455 0.099 -0.100 -0.041
N 1.971 0.272 -0.077 -0.076 0.157 0.047
C 2.308 -0.248 1.130 0.066 -0.065 -0.049
C 3.290 -1.194 1.398 -0.023 0.019 -0.014
C 3.501 -1.677 2.700 -0.001 -0.005 0.020
C 2.768 -1.237 3.768 0.015 -0.020 0.007
C 1.764 -0.262 3.553 -0.008 0.016 -0.045
C 0.953 0.244 4.593 -0.006 0.011 -0.023
C 0.000 1.181 4.317 0.003 -0.006 0.041
C -0.145 1.623 2.987 -0.008 0.021 -0.054
N 0.583 1.176 1.997 -0.033 0.028 0.058
C 1.533 0.240 2.250 0.004 -0.010 0.053
H -0.259 -6.138 -1.566 -0.001 -0.002 -0.001
H 1.321 -6.606 -0.946 0.003 -0.003 -0.003
H 1.061 -6.521 -2.687 -0.004 0.005 -0.003
H -0.683 -3.875 -1.080 -0.039 -0.016 0.004
H 0.002 -1.520 -0.976 -0.001 -0.024 0.008
H 3.953 -2.606 -2.206 -0.005 0.005 0.003
H 3.256 -4.990 -2.331 -0.001 -0.003 0.001
H 3.905 -1.557 0.587 0.000 -0.001 0.000
H 4.272 -2.425 2.852 -0.002 0.000 0.007
H 2.931 -1.623 4.768 0.005 -0.002 -0.002
H 1.101 -0.129 5.601 -0.008 0.004 0.005
H -0.644 1.584 5.088 0.009 -0.011 0.011
H -0.895 2.367 2.735 0.007 -0.002 -0.010
Cl -2.990 -6.345 0.399 0.000 -0.027 0.002
C -2.757 -4.596 0.345 0.007 0.025 -0.003
C -3.327 -3.842 -0.678 0.019 0.015 -0.011
C -3.147 -2.478 -0.728 0.002 -0.010 -0.023
C -2.384 -1.753 0.257 0.002 0.032 -0.014
C -2.178 -0.386 0.200 -0.056 -0.032 0.034
C -1.833 -2.588 1.295 0.036 -0.019 0.030
C -2.014 -3.950 1.333 -0.012 0.001 -0.003
H -3.908 -4.336 -1.449 0.000 -0.010 0.007
H -3.591 -1.920 -1.546 0.001 0.003 0.005
H -2.695 0.212 -0.540 0.028 0.000 0.003
H -1.724 0.123 1.041 0.046 0.026 -0.025
H -1.230 -2.119 2.067 -0.003 0.013 -0.009
H -1.562 -4.531 2.130 -0.002 -0.003 -0.003

=====

[2]
10
Properties=species:S:1:pos:R:3:forces:R:3 method="wB97M-V/def2-TZVPD" de_lowest_ev=5.169 e_lumo_ev=0.01 molar_mass_g_mol=84.08
N -1.356 0.513 0.094 -0.198 0.126 0.037
C -0.015 -0.001 -0.001 0.314 0.072 0.080
C 0.855 0.910 0.503 0.056 -0.248 -0.107
N 2.092 0.296 0.351 -0.050 -0.121 -0.067
N 1.961 -0.874 -0.196 0.026 0.154 0.081
N 0.647 -1.096 -0.432 -0.129 0.098 0.030
H -1.991 0.047 0.743 0.132 0.054 -0.133
H -1.829 0.735 -0.783 0.083 -0.054 0.146
H -0.728 1.433 0.576 -0.227 -0.106 -0.077
H 0.364 -1.963 -0.853 -0.007 0.025 0.009

=====

[3]
66
Properties=species:S:1:pos:R:3:forces:R:3 method="wB97M-V/def2-TZVPD" de_lowest_ev=24.949 e_lumo_ev=-1.24 molar_mass_g_mol=490.56
C 4.420 1.017 -1.596 -2.029 -3.261 -3.273
H 5.313 1.474 -1.722 3.305 0.863 0.508
O 4.529 -0.385 -1.350 2.764 0.247 -0.710
C 3.730 -1.178 -0.699 -0.615 -2.920 1.908
C 4.290 -2.320 0.060 3.034 4.020 0.651
C 3.453 -2.952 0.919 1.407 -0.566 -0.938
C 2.179 -2.648 0.854 -9.333 -2.417 1.445
C 1.429 -1.877 -0.010 4.149 2.330 -1.533
C 2.336 -1.116 -0.761 -0.447 1.822 -2.237
O 1.872 -0.133 -1.811 1.825 2.173 10.711
C 1.697 -0.688 -2.870 0.635 -5.048 -12.695
H 1.074 -1.684 -2.956 0.677 1.876 0.333
H 2.899 -1.168 -3.516 -2.798 1.171 1.718
H 1.386 0.119 -3.667 0.101 -1.787 1.185
C -0.042 -1.656 -0.165 5.075 5.762 5.687
N -0.265 -0.033 -0.205 -4.182 -8.114 -8.003
C 0.268 0.830 0.487 0.851 4.104 7.318
O 1.092 0.563 1.443 -1.318 1.365 -2.536
C -0.598 2.142 0.566 9.452 2.195 3.744
C 0.134 3.398 1.178 -6.004 -8.764 -4.589
C -0.868 4.198 0.967 8.153 8.538 5.040
C -1.904 3.797 0.575 -13.438 -6.165 -6.484
O -1.766 2.456 0.259 -3.209 -0.693 -1.317
H -2.861 4.194 0.234 0.473 -0.021 0.581
H -0.996 5.132 1.286 0.681 4.328 1.248
H 1.034 3.419 1.460 6.714 0.378 2.322
C -1.053 0.213 -1.477 -5.016 -6.592 6.066
C -0.971 1.280 -2.148 10.669 5.592 3.198
C -1.494 1.670 -3.229 -7.275 2.640 -9.540
C -2.744 0.976 -3.585 1.110 -2.866 3.632
C -3.249 -0.167 -2.650 9.322 5.335 0.779
C -2.365 -0.610 -1.632 2.589 6.101 -4.018
H -2.693 -1.249 -0.953 -0.810 -3.328 2.897
H -3.948 -0.727 -2.971 -5.588 -3.416 -1.845
C -3.610 1.189 -4.707 -8.352 -2.418 -0.416
O -4.837 0.623 -4.811 6.064 1.828 0.971
C -3.388 2.236 -5.623 4.446 5.181 2.916
H -3.992 2.751 -6.263 -2.417 -0.156 -1.901
H -2.367 2.219 -5.998 0.140 0.021 -0.322
H -3.253 3.351 -4.786 -0.159 -3.185 -2.095
H -1.210 2.572 -4.012 -0.336 -2.402 2.677
H 0.206 1.975 -1.818 -3.646 -1.983 -0.978
H -0.279 -2.048 -0.988 -2.776 -2.652 -6.491
C -0.699 -2.129 0.995 -10.701 -7.434 -4.940
O -1.821 -2.928 0.932 4.755 2.573 -1.346
N -0.464 -1.670 2.079 6.366 5.375 7.927
H 0.412 -1.013 2.171 -1.814 -1.040 -0.433
C -1.066 -1.925 3.294 -5.413 -2.883 6.035
H -2.023 -2.795 3.258 3.149 2.802 -0.594
C -0.105 -2.454 4.696 0.037 2.879 -7.615
C 0.436 -1.196 5.076 1.013 3.118 4.664
C -0.515 -0.053 4.688 2.703 4.020 -1.457
H -0.157 0.620 3.829 1.284 -0.645 1.324
H -0.656 0.692 5.473 -0.495 -0.340 0.139
C -1.649 -0.555 3.973 0.413 -8.128 8.073
H -2.436 -0.725 4.921 1.179 -0.675 -2.839
H -2.133 -0.154 3.294 -4.153 5.035 -6.236
H 0.703 -1.205 6.233 -0.781 0.358 -1.981
H 1.399 -0.969 4.664 0.572 -0.251 -0.564
H 0.631 -2.831 4.087 1.779 -2.712 -0.533
H -0.696 -3.033 5.224 -2.492 -2.655 2.748
H 1.307 -3.262 1.369 2.634 0.440 0.052
H 3.663 -3.786 1.512 1.074 -0.823 1.008
H 5.423 -2.253 0.429 -2.294 -0.444 -1.780
H 4.023 1.061 -2.627 -0.627 0.491 0.574
H 3.837 1.412 -0.877 -2.077 1.821 2.160

=====

[4]
51
Properties=species:S:1:pos:R:3:forces:R:3 method="wB97M-V/def2-TZVPD" e_lumo_ev="-7.15 / -8.08" spin_multiplicity=2 charge=+2 molar_mass_g_mol=445.50
C 1.336 2.081 -0.201 0.653 1.782 -0.335
H 1.471 2.312 0.855 0.559 0.308 -0.164
H 2.220 2.253 -0.821 0.246 0.665 0.482
H 1.489 1.010 -0.228 -0.868 -1.236 -0.354
C 0.134 2.900 -0.746 -2.263 -0.344 0.123
H -0.537 2.251 -1.362 0.110 -0.066 0.094
H -0.502 3.190 0.115 0.311 -0.398 -0.162
C 0.152 4.225 -1.584 0.342 0.460 -0.499
H -0.865 4.624 -1.818 0.443 -0.873 0.581
H 0.638 5.082 -1.111 0.198 -0.410 0.379
H 0.606 4.157 -2.572 0.271 -0.439 0.059
C -0.654 -2.269 -1.272 -0.322 -0.910 -0.713
C -1.055 -1.238 -2.185 -0.132 -1.075 -0.357
C 0.107 -0.540 -2.577 0.440 -0.371 -0.487
C 1.224 -1.103 -1.910 -0.162 -0.707 -0.437
C 0.746 -2.178 -1.100 0.189 -0.416 -0.556
C 1.573 -3.084 -0.255 0.505 -0.742 0.601
C 2.640 -0.774 -2.186 1.136 0.217 -0.158
C 0.164 0.612 -3.490 -0.078 0.943 -1.210
C -2.457 -0.751 -2.347 -0.822 0.119 -0.334
C -1.574 -3.148 -0.475 -0.547 -0.651 0.341
Yb -0.373 -0.276 -0.326 -0.103 3.902 4.114
H 3.342 -1.042 -1.377 -0.437 0.060 -0.254
H 2.971 -1.333 -3.077 -0.094 0.153 0.271
H 2.809 0.287 -2.418 -0.152 -0.256 0.059
H 2.585 -2.691 -0.054 -0.501 -0.107 -0.133
H 1.111 -3.335 0.728 0.216 0.186 -0.647
H 1.707 -4.052 -0.783 -0.064 0.496 0.300
H -2.588 -2.712 -0.319 0.607 -0.208 -0.151
H -1.741 -4.101 -1.015 0.020 0.425 0.269
H -1.166 -3.438 0.520 -0.156 0.229 -0.635
H -2.507 0.276 -2.736 0.042 -0.274 0.061
H -2.976 -1.382 -3.086 -0.040 0.204 0.270
H -3.101 -0.793 -1.433 0.506 -0.088 -0.351
H 0.928 1.371 -3.255 -0.233 -0.390 0.093
H 0.419 0.232 -4.492 -0.072 0.201 0.154
H -0.803 1.138 -3.605 0.436 -0.269 0.078
N -1.588 -0.317 1.847 -0.813 -0.121 -2.333
C -0.876 0.057 3.028 -0.030 0.632 1.179
C 0.256 -0.685 3.354 -0.024 -0.056 -0.027
C 0.892 -0.455 4.574 -0.178 0.258 0.074
C 0.412 0.543 5.434 0.031 -0.159 0.070
C -0.708 1.306 5.089 -0.131 -0.289 -0.762
C -1.371 1.073 3.866 0.785 -0.797 0.283
H -1.885 -1.303 1.845 -0.187 0.502 0.475
H -2.414 0.273 1.624 0.508 -0.580 0.807
H 0.586 -1.500 2.683 -0.102 0.361 0.421
H 1.731 -1.082 4.867 -0.109 0.218 -0.045
H 0.892 0.696 6.409 -0.210 -0.053 -0.525
H -1.107 2.048 5.773 0.136 -0.083 -0.096
H -2.293 1.587 3.608 0.139 0.048 0.084